C5H20InN10O5 as an isolated structure. Source: OMol25; level of theory: wB97M-V/def2-TZVPD.

## Properties
E_LUMO   -0.3590 Ha
Charge   +3
E_HOMO   -19.01 eV
Strongest force on any atom   10.63 eV Å⁻¹

Each line ends with the Löwdin charge.
Geometry (Å):
1 In -10.31845 -31.64669 -32.69157  1.07
2 C -7.40918 -32.28237 -32.27511  -0.61
3 O -8.46656 -32.43562 -32.88758  0.00
4 N -6.86919 -31.18762 -31.80534  0.19
5 N -6.60532 -33.25155 -31.87625  0.23
6 H -7.44722 -30.36100 -31.85713  0.12
7 H -5.94970 -31.26494 -31.39464  0.16
8 H -5.75353 -33.06247 -31.36752  0.14
9 H -6.68531 -34.15605 -32.31848  0.15
10 C -8.59062 -30.85898 -30.15767  -0.65
11 O -9.27383 -31.23489 -31.15434  -0.12
12 N -8.05338 -31.65398 -29.28402  0.24
13 N -8.48702 -29.60056 -29.74441  0.23
14 H -8.14742 -32.65706 -29.35541  0.16
15 H -7.48944 -31.15863 -28.60822  0.15
16 H -8.11791 -29.48126 -28.81187  0.15
17 H -8.73250 -28.86221 -30.38836  0.15
18 C -11.05618 -29.27123 -34.53733  -0.64
19 O -11.17437 -30.34936 -33.93362  0.00
20 N -10.39513 -29.13925 -35.65212  0.22
21 N -11.33909 -28.13606 -34.07261  0.25
22 H -10.29018 -29.97885 -36.20364  0.12
23 H -10.11008 -28.23785 -36.00752  0.16
24 H -11.77023 -28.18475 -33.16056  0.15
25 H -11.15924 -27.21603 -34.44852  0.16
26 C -11.53298 -32.07024 -29.82945  -0.64
27 O -11.07182 -31.58585 -30.87635  -0.02
28 N -12.47903 -32.97298 -29.90297  0.24
29 N -11.18132 -31.78714 -28.66955  0.27
30 H -12.81088 -33.28305 -30.80509  0.14
31 H -12.59851 -33.56856 -29.09606  0.15
32 H -11.72756 -31.98923 -27.84439  0.17
33 H -10.49628 -31.04820 -28.60035  0.13
34 C -9.02978 -31.49560 -35.58228  -0.67
35 O -9.55263 -31.60393 -34.46389  -0.05
36 N -9.27140 -32.19398 -36.64810  0.26
37 N -8.24933 -30.52080 -35.80269  0.21
38 H -8.72164 -31.98937 -37.47029  0.15
39 H -10.08046 -32.78932 -36.75340  0.16
40 H -8.00801 -29.81713 -35.11953  0.16
41 H -7.96341 -30.42177 -36.76630  0.15